# 1
This record from the Open Molecules 2025 dataset describes a molecular structure, C46H64N2O3PtS in a non-equilibrium geometry. The level of theory is the ωB97M-V functional and the def2-TZVPD basis.

Computed properties:
HOMO-LUMO gap (alpha / beta) = 0.25228 / 0.23947 Ha
<S²> = 2.006
HOMO level (alpha / beta) = -0.2357 / -0.2582 hartree
2S+1 = 3

XYZ file:
```
117
Properties=species:S:1:pos:R:3:forces:R:3
Pt -1.58992 -1.71176 0.34239 -1.649 0.554 -1.091
C -3.73579 -3.58964 -1.33407 0.061 0.054 -0.179
N -3.63372 -2.98213 -0.01186 0.249 0.055 0.224
C -3.72809 -4.00266 1.03037 0.046 -0.033 0.107
C -4.65638 -1.96077 0.19804 -0.099 0.236 0.056
C -4.37887 -0.66354 -0.54590 -0.196 -0.270 -0.114
N -3.23972 0.08220 -0.01482 0.802 -0.494 0.049
C -3.53072 0.71939 1.28514 -0.043 -0.026 0.306
C -2.31564 0.86751 2.15333 0.053 -0.245 -0.130
C -1.81877 2.11070 2.50610 0.084 0.133 -0.020
C -0.71426 2.23149 3.33668 -0.094 0.044 -0.078
C -0.14395 1.04928 3.81087 0.058 0.019 -0.031
C -0.61063 -0.22025 3.50048 -0.143 -0.177 -0.035
C -1.72535 -0.32040 2.62507 0.142 0.473 0.690
O -2.27797 -1.48574 2.29373 0.420 -0.376 0.290
C -0.03707 -1.46467 4.19651 -0.087 -0.025 0.079
C -1.10474 -1.97523 5.18030 0.065 0.047 -0.047
C 1.23500 -1.13448 4.98427 -0.086 -0.019 -0.029
C 0.32715 -2.59302 3.22187 -0.118 -0.008 -0.038
C -0.12880 3.57801 3.75367 0.074 0.038 0.042
C -0.10916 3.68555 5.28653 0.010 0.013 -0.059
C 1.30596 3.69319 3.21634 -0.082 0.037 0.037
C -0.93681 4.75940 3.21131 0.047 -0.111 0.017
C -2.73715 1.07108 -0.98658 0.185 0.148 -0.211
C -1.49390 0.82519 -1.83600 0.095 -0.273 0.159
C -0.90517 1.98222 -2.32872 -0.002 0.088 -0.003
C 0.07699 1.95374 -3.30527 -0.046 -0.020 -0.006
C 0.43670 0.69778 -3.77946 0.058 -0.002 0.105
C -0.09192 -0.50178 -3.31307 -0.215 -0.125 -0.029
C -1.06328 -0.45120 -2.26326 0.007 0.314 -0.417
O -1.63322 -1.53714 -1.76124 0.469 -0.421 -0.152
C 0.23156 -1.75224 -4.17628 -0.070 -0.002 0.047
C -0.45026 -1.50688 -5.53788 0.016 -0.019 0.047
C 1.74177 -1.93183 -4.42764 -0.142 0.180 0.017
C -0.29875 -3.09045 -3.64537 0.014 0.123 0.015
C 0.68136 3.20639 -3.93622 0.022 0.031 -0.018
C 0.38390 3.20703 -5.44489 0.020 0.015 0.068
C 0.10193 4.48984 -3.33760 0.033 -0.116 -0.012
C 2.19993 3.21579 -3.71974 -0.051 -0.015 -0.057
H -4.71222 -4.07572 -1.47112 0.008 -0.011 0.074
H -2.94881 -4.33309 -1.45373 0.010 0.017 0.008
H -3.59401 -2.83422 -2.10296 0.043 -0.038 0.022
H -4.71202 -4.49215 1.02315 0.014 -0.001 -0.035
H -3.56030 -3.54062 2.00228 0.006 0.021 -0.018
H -2.95981 -4.75784 0.86588 -0.010 -0.007 -0.014
H -4.69534 -1.76191 1.26843 -0.029 -0.049 0.005
H -5.64277 -2.33594 -0.11470 0.021 -0.038 0.019
H -5.29503 -0.05636 -0.50749 0.076 0.106 -0.041
H -4.16641 -0.88577 -1.59139 0.003 0.060 0.004
H -4.24794 0.09515 1.81919 -0.015 -0.018 -0.089
H -3.99773 1.69956 1.12690 -0.044 -0.042 -0.087
H -2.32380 2.99158 2.12534 0.008 -0.008 -0.007
H 0.70263 1.13746 4.47906 -0.006 -0.007 -0.031
H -1.32838 -1.21022 5.92706 -0.007 -0.021 0.022
H -0.75488 -2.87421 5.69530 0.017 0.006 0.005
H -2.02056 -2.21491 4.64231 -0.034 -0.022 0.003
H 1.04132 -0.43172 5.79657 0.046 0.010 -0.001
H 1.99964 -0.71474 4.32551 0.042 0.012 0.047
H 1.63171 -2.05023 5.42645 -0.003 0.001 0.008
H -0.55822 -3.01016 2.74431 -0.012 0.045 -0.010
H 0.82912 -3.40241 3.75979 0.015 0.040 0.034
H 0.99508 -2.22462 2.44847 0.078 -0.003 -0.097
H 0.54663 2.93842 5.73458 -0.016 -0.016 0.011
H -1.11299 3.54213 5.68986 0.002 0.006 0.019
H 0.24806 4.67224 5.59142 0.018 -0.007 0.013
H 1.93384 2.88091 3.58525 0.016 -0.012 -0.018
H 1.75633 4.64068 3.52410 0.013 0.004 -0.009
H 1.30037 3.65077 2.12457 -0.036 0.008 0.056
H -1.97101 4.72272 3.55813 -0.014 0.028 -0.022
H -0.93075 4.77720 2.11965 -0.043 0.013 -0.005
H -0.49535 5.69246 3.56565 -0.002 0.017 -0.018
H -2.55496 2.00068 -0.44604 -0.032 -0.010 0.032
H -3.54573 1.27574 -1.70209 -0.086 0.068 0.140
H -1.27605 2.93267 -1.96074 0.011 0.004 0.017
H 1.15031 0.65820 -4.59392 -0.004 -0.027 0.004
H -0.00319 -0.65659 -6.05467 -0.030 0.012 -0.022
H -1.51135 -1.29627 -5.39390 -0.014 0.001 -0.025
H -0.35472 -2.38750 -6.17861 0.015 -0.008 0.006
H 2.24668 -0.98664 -4.62721 0.027 -0.048 -0.026
H 1.88981 -2.57779 -5.29609 0.012 -0.042 0.034
H 2.23169 -2.40155 -3.57667 0.048 -0.020 0.154
H -1.38293 -3.08476 -3.57796 -0.037 -0.032 0.043
H 0.09486 -3.31527 -2.65430 -0.009 -0.014 0.051
H 0.00333 -3.88558 -4.33456 0.048 0.028 0.019
H -0.68798 3.10483 -5.62334 0.000 0.015 -0.019
H 0.89219 2.38563 -5.95142 -0.023 -0.013 -0.015
H 0.72416 4.14162 -5.89742 0.014 -0.005 -0.012
H -0.97587 4.54935 -3.50010 -0.005 0.039 0.021
H 0.56373 5.35647 -3.81386 0.003 0.010 0.004
H 0.30000 4.54795 -2.26537 -0.032 0.026 0.011
H 2.65996 2.30193 -4.09960 0.014 0.013 -0.007
H 2.42740 3.28784 -2.65724 0.067 -0.014 0.108
H 2.65523 4.06722 -4.23270 0.006 0.000 0.011
O 0.67212 -0.93155 0.36747 -0.530 0.182 0.428
S 1.69206 -1.23773 -0.68169 0.957 -0.263 0.052
C 2.82403 -2.40678 0.12044 -0.264 0.078 -0.174
C 3.46753 -2.07259 1.30411 0.025 0.072 0.023
C 4.20522 -3.03627 1.96899 -0.016 0.038 0.015
C 4.28944 -4.32659 1.45717 0.030 -0.007 -0.049
C 3.64598 -4.65275 0.27382 0.032 -0.049 0.031
C 2.90771 -3.68865 -0.39907 -0.105 0.065 -0.107
C 2.78859 0.18864 -0.60499 -0.140 0.031 -0.068
C 2.34405 1.29349 0.10007 -0.145 -0.046 0.065
C 3.17719 2.39710 0.21724 0.103 0.057 -0.092
C 4.42524 2.39182 -0.38836 -0.025 0.065 0.048
C 4.85339 1.28123 -1.10433 0.009 -0.061 -0.045
C 4.03478 0.16837 -1.21369 -0.026 -0.018 -0.078
H 3.38111 -1.06656 1.69725 -0.003 -0.012 0.033
H 4.71066 -2.78530 2.89241 -0.011 0.003 0.003
H 4.86351 -5.07684 1.98531 -0.009 -0.008 -0.004
H 3.70502 -5.65758 -0.12341 0.025 0.006 0.005
H 2.38995 -3.93453 -1.31949 -0.018 0.004 0.013
H 1.36530 1.26846 0.56534 0.010 0.005 0.016
H 2.85236 3.25948 0.78500 0.027 -0.033 -0.061
H 5.06954 3.25737 -0.30111 0.008 -0.012 0.003
H 5.83143 1.27865 -1.56753 -0.009 -0.008 -0.012
H 4.36860 -0.71351 -1.74807 0.014 0.011 -0.022
```
Positions in Å, forces in eV/Å.

# 2
This record from the Open Molecules 2025 dataset describes a single CH5N3O molecule in a non-equilibrium geometry. The level of theory is the ωB97M-V functional and the def2-TZVPD basis.

Computed properties:
HOMO-LUMO gap = 0.38850 Ha
HOMO level = -0.3596 hartree

XYZ file:
```
10
Properties=species:S:1:pos:R:3:forces:R:3
C -0.20370 -0.12715 0.34295 -0.292 -0.267 0.642
N 1.83068 -0.70748 -0.48059 0.340 -4.202 -2.216
N -1.05466 0.45606 -0.64969 -2.577 0.914 0.141
N 1.24489 0.21853 0.01404 -2.206 -0.140 1.403
O 1.78090 1.26178 0.28027 -0.227 3.162 0.917
H -0.39935 0.36354 1.39936 0.221 -1.349 -2.169
H -0.30678 -1.25561 0.20629 0.813 1.374 1.264
H 2.71850 -0.34930 -0.72001 1.733 0.256 -0.255
H -2.05122 0.19744 -0.42040 1.501 0.629 -0.201
H -0.95481 0.19574 -1.62866 0.692 -0.378 0.476
```
Positions in Å, forces in eV/Å.

Values of energy relative to the best compared isomer or geometry (same formula, charge and spin), in order: 89.5 304.4, all in kJ/mol.